# 1
Computed, not measured: the molecule C2H4N4 at a distorted geometry, with ωB97M-V/def2-TZVPD.

The geometry in XYZ format:
```
10
C2H4N4, DFT ωB97M-V/def2-TZVPD
C 0.66989 1.03468 1.53905
C -0.90797 -0.15598 -1.24541
H -0.06428 1.08598 2.31772
H 1.69049 0.53339 1.69006
H 0.74293 2.13115 1.15191
H -1.34738 0.17479 -2.16435
N 0.14495 0.20231 0.47961
N -0.64610 0.70424 -0.31539
N -0.04500 -1.25945 -0.98324
N 0.60425 -0.96102 0.13943
```

Calculated values
- E_LUMO: 0.035 hartree
- Frontier orbital gap: 11.58 eV
- HOMO level: -10.62 eV
- SMILES: Cn1ncnn1

---

# 2
Computed, not measured: a structure of composition C38H28N3O3PRu at a distorted geometry, with ωB97M-V/def2-TZVPD.

The geometry in XYZ format:
```
74
C38H28N3O3PRu, DFT ωB97M-V/def2-TZVPD
Ru -0.10572 0.12798 -0.27272
O -1.39934 -0.44825 3.49862
C -1.15492 -0.51960 2.33366
N 0.00160 -0.05274 1.66478
C 1.04188 0.63652 2.33188
O 1.13857 0.84755 3.50060
C 2.06146 1.15090 1.33656
C 3.20089 1.78832 1.76910
C 4.09039 2.27539 0.82118
C 3.80808 2.08563 -0.52311
C 2.65018 1.42517 -0.88350
N 1.78137 0.97625 0.02956
C -2.13767 -1.10239 1.34286
C -3.33943 -1.61508 1.77496
C -4.24551 -2.07152 0.82834
C -3.89086 -2.03463 -0.51139
C -2.65500 -1.53253 -0.86853
N -1.80011 -1.05036 0.03948
H 3.36715 1.88399 2.83331
H 4.98895 2.79317 1.12834
H 4.47601 2.44956 -1.29113
H 2.39785 1.25120 -1.91976
H -3.53667 -1.64368 2.83783
H -5.21211 -2.44941 1.13301
H -4.56704 -2.38451 -1.27861
H -2.33355 -1.50581 -1.90030
O -1.21546 1.73590 0.06285
P -2.08948 2.98963 0.05892
C -2.72689 3.22390 1.69809
C -3.89522 2.55011 2.06603
C -4.33522 2.61758 3.37717
C -3.60610 3.33651 4.31706
C -2.44485 4.00508 3.95204
C -1.99354 3.94417 2.64360
C -1.11039 4.39363 -0.45067
C 0.02470 4.14943 -1.22419
C 0.77671 5.21658 -1.69038
C 0.39685 6.51768 -1.38690
C -0.73351 6.76074 -0.61811
C -1.49470 5.70042 -0.15038
C -3.44579 2.78490 -1.09024
C -3.46820 1.66866 -1.92158
C -4.52362 1.49407 -2.80606
C -5.54186 2.43476 -2.86500
C -5.51227 3.55626 -2.04459
C -4.46360 3.73613 -1.15774
H -4.45580 1.99082 1.32602
H -5.24732 2.11352 3.66773
H -3.94416 3.37253 5.34430
H -1.89026 4.57151 4.68794
H -1.08251 4.45410 2.35541
H 0.30819 3.13026 -1.45507
H 1.65680 5.03940 -2.29521
H 0.98330 7.34992 -1.75339
H -1.02470 7.77565 -0.38311
H -2.37642 5.88699 0.45112
H -2.66124 0.95067 -1.86870
H -4.56126 0.62352 -3.44997
H -6.36346 2.29896 -3.55614
H -6.30657 4.28866 -2.09656
H -4.43491 4.60875 -0.51523
C -0.03372 0.00953 -2.22037
C -0.01390 -0.03381 -3.47454
C -0.00470 -0.05248 -4.85244
C 1.21656 -0.24042 -5.55909
C 1.21175 -0.25543 -6.92950
C 0.00687 -0.09647 -7.62308
C -1.20222 0.09748 -6.94484
C -1.21795 0.12572 -5.57502
H 2.13480 -0.37124 -5.00271
H 2.13517 -0.39412 -7.47459
H 0.00841 -0.13049 -8.70538
H -2.12109 0.21714 -7.50203
H -2.13933 0.27666 -5.02847
```

Calculated values
- E_LUMO (spin up / spin down): -0.325 / -0.328 hartree
- Frontier orbital gap (spin up / spin down): 5.42 / 5.26 eV
- HOMO level (spin up / spin down): -14.26 / -14.19 eV
- Total charge: +2

---

# 3
Computed, not measured: a structure of composition C10H16N2PV at a distorted geometry, with ωB97M-V/def2-TZVPD.

The geometry in XYZ format:
```
30
C10H16N2PV, DFT ωB97M-V/def2-TZVPD
C 1.71330 -0.14613 -0.45581
C 1.73108 -1.04307 -1.53891
C 0.57651 -1.53953 -2.15140
C -0.66782 -0.87256 -1.98224
C -0.72528 0.50499 -1.60368
V -0.08253 -0.22575 -0.07543
P 0.07392 1.98737 0.66097
H 2.59224 0.21854 0.07775
H 2.68883 -1.38376 -1.94319
H 0.64247 -2.38236 -2.85162
H -1.44353 1.26214 -1.89369
H -1.56828 -1.38539 -2.32909
H -1.10128 2.81775 0.67068
H 0.90733 2.83627 -0.12922
H 0.64399 2.28963 1.94271
C -4.01178 -0.78522 3.31113
C -2.70605 -1.16116 2.73188
C -1.61522 -1.85892 3.26257
C -0.62848 -1.91311 2.27726
N -1.11294 -1.27829 1.16950
N -2.38214 -0.83300 1.47704
C 0.73299 -2.48242 2.27226
H -4.68218 -1.65438 3.37807
H -3.85850 -0.39735 4.32557
H -4.51488 -0.00967 2.71856
H -1.54481 -2.25482 4.26606
H -2.96057 -0.32577 0.80357
H 1.23027 -2.26914 3.23547
H 0.68247 -3.58024 2.15337
H 1.36156 -2.07523 1.45695
```

Calculated values
- ⟨S²⟩: 2.028
- E_LUMO (spin up / spin down): 0.015 / 0.014 hartree
- Frontier orbital gap (spin up / spin down): 6.13 / 6.94 eV
- 2S+1: 3
- HOMO level (spin up / spin down): -5.71 / -6.55 eV

---

Number 1: total energy -297.5571 a.u.. Number 2: total energy -2290.5519 a.u.. Number 3: total energy -1785.2842 a.u..